No. 1
{
  "formula": "C12H30BrGaNO10P2",
  "method": "ωB97M-V with the def2-TZVPD basis set",
  "charge": -1,
  "max_force_ev_per_a": 0.75,
  "lumo_ev": 2.35,
  "species": ["N", "P", "Ga", "P", "O", "Br", "H", "H", "H", "H", "H", "H", "C", "C", "O", "C", "O", "O", "C", "H", "H", "H", "H", "H", "H", "H", "H", "C", "C", "O", "C", "O", "O", "C", "H", "H", "H", "H", "H", "H", "H", "H", "C", "C", "O", "C", "O", "O", "C", "H", "H", "H", "H", "H", "H", "H", "H"],
  "coordinates": [[5.31279, 1.71050, 0.86359], [3.76560, 1.31649, 0.88828], [2.15411, 3.06604, 0.61825], [0.15842, 1.91389, -0.07143], [0.24511, 0.57997, 0.93245], [1.00057, 0.93164, -1.97354], [5.86333, 1.07841, 0.28498], [3.40247, 0.57090, 2.05610], [3.38746, 0.29958, -0.01849], [2.67062, 4.07588, -0.45997], [1.75538, 3.69882, 2.01979], [0.97470, 0.65023, 1.54509], [1.58763, 5.52852, 7.66115], [2.06529, 4.66530, 6.51508], [1.01984, 3.80715, 6.02106], [0.15620, 4.38972, 5.18391], [0.15447, 5.55396, 4.86411], [-0.70905, 3.46615, 4.76949], [-1.66587, 3.93716, 3.81338], [1.17442, 4.90931, 8.45867], [2.42910, 6.09370, 8.06577], [0.83021, 6.23254, 7.32001], [2.84174, 3.97070, 6.83051], [2.43878, 5.26904, 5.68848], [-1.16140, 4.40973, 2.97260], [-2.34410, 4.65035, 4.28091], [-2.20147, 3.05194, 3.48398], [-0.46827, -3.60113, -0.52795], [0.34074, -2.33062, -0.63659], [1.71208, -2.61402, -0.99936], [1.92469, -2.82512, -2.28640], [1.10231, -2.79854, -3.17388], [3.22674, -3.08631, -2.46837], [3.60794, -3.26784, -3.83140], [-0.02522, -4.29324, 0.18998], [-1.47770, -3.35734, -0.19161], [-0.53809, -4.09348, -1.49816], [0.41749, -1.79209, 0.30316], [-0.07081, -1.64753, -1.37615], [3.30315, -2.41076, -4.43027], [3.14957, -4.16690, -4.24352], [4.68992, -3.36189, -3.81181], [-2.08707, -1.60484, -5.04190], [-2.30934, -2.20234, -3.67435], [-3.71938, -2.32544, -3.36045], [-4.34083, -3.36577, -3.89212], [-3.86429, -4.21289, -4.61133], [-5.64490, -3.28597, -3.57773], [-6.44800, -4.33318, -4.12181], [-2.59365, -0.64246, -5.12413], [-1.01702, -1.44613, -5.17950], [-2.44772, -2.27356, -5.82332], [-1.92144, -1.55263, -2.89273], [-1.84007, -3.18060, -3.58289], [-6.04698, -5.30729, -3.84557], [-6.48452, -4.26450, -5.20885], [-7.43567, -4.18320, -3.69522]],
  "lowdin_charge": [-0.445, 0.409, 0.014, 0.279, -0.549, 0.106, -0.091, -0.090, -0.094, -0.140, -0.148, -0.026, -0.071, -0.210, 0.029, -0.614, 0.110, -0.003, -0.037, 0.078, 0.076, 0.073, 0.122, 0.125, 0.093, 0.092, 0.093, -0.061, -0.228, 0.031, -0.622, 0.094, -0.001, -0.049, 0.078, 0.082, 0.068, 0.106, 0.052, 0.096, 0.093, 0.091, -0.054, -0.197, 0.043, -0.608, 0.112, -0.006, -0.052, 0.083, 0.082, 0.075, 0.118, 0.115, 0.093, 0.095, 0.090]
}

No. 2
{
  "formula": "C3H8NO2",
  "method": "ωB97M-V with the def2-TZVPD basis set",
  "charge": -1,
  "max_force_ev_per_a": 1.46,
  "lumo_ev": 4.32,
  "de_lowest_kj_mol": 117.4,
  "species": ["C", "N", "O", "H", "H", "H", "C", "O", "C", "H", "H", "H", "H", "H"],
  "coordinates": [[-0.18791, 2.70950, -0.96141], [0.23929, 1.76782, -0.13220], [0.48987, 3.64490, -1.41678], [-1.25229, 2.63796, -1.22815], [-0.40559, 0.77911, 0.10143], [1.21730, 1.91027, 0.07653], [-0.60883, -1.42561, 0.80544], [-1.17608, -0.32891, 0.20620], [0.60185, -1.97425, 0.07922], [-1.37692, -2.20525, 0.97881], [-0.33497, -1.19645, 1.87584], [1.06488, -2.80798, 0.61965], [1.37742, -1.21861, -0.06704], [0.35198, -2.29249, -0.93754]],
  "lowdin_charge": [-0.514, 0.062, -0.123, 0.107, 0.040, 0.069, -0.510, -0.319, -0.136, 0.078, 0.085, 0.050, 0.053, 0.058]
}